C8H18AlBClN2O4Pb as an isolated structure, computed with the ωB97M-V functional and the def2-TZVPD basis.

The value obtained for the HOMO-LUMO gap is 1.823 eV. Its LUMO energy is -0.64000 Eh. Its charge is +3. The max |F| is 2.6 eV Å⁻¹.

Cartesian coordinates (Å):
Pb (13.59, -15.98, 2.94)
Al (11.38, -12.00, -0.02)
Cl (10.36, -16.37, 0.40)
O (9.43, -16.05, 1.46)
O (11.62, -16.85, 0.93)
O (9.70, -17.28, -0.50)
O (10.58, -15.20, -0.37)
B (12.19, -13.83, 2.23)
H (12.59, -14.07, 1.17)
H (13.19, -13.59, 2.77)
H (11.45, -12.94, 2.24)
H (11.70, -14.80, 2.64)
C (9.73, -12.52, 5.41)
C (10.92, -12.19, 6.29)
C (12.32, -12.56, 5.81)
C (12.61, -13.95, 5.51)
N (12.87, -15.04, 5.27)
H (9.57, -13.59, 5.48)
H (9.87, -12.04, 4.43)
H (8.81, -12.07, 5.80)
H (10.78, -12.67, 7.26)
H (10.93, -11.13, 6.55)
H (12.94, -12.38, 6.71)
H (12.71, -11.85, 5.08)
C (13.16, -6.95, 2.99)
C (13.60, -7.87, 4.12)
C (14.48, -9.01, 3.66)
C (13.97, -9.91, 2.60)
N (13.55, -10.63, 1.81)
H (12.40, -7.41, 2.35)
H (14.02, -6.80, 2.34)
H (12.72, -6.00, 3.31)
H (12.74, -8.19, 4.72)
H (14.15, -7.28, 4.87)
H (14.64, -9.76, 4.44)
H (15.43, -8.55, 3.38)



An isolated molecule of C8H18BN3O2S, computed with the ωB97M-V functional and the def2-TZVPD basis.

The value obtained for the HOMO-LUMO gap (spin up / spin down) is 6.942 / 6.943 eV. As for the SMILES: CC(C)=[S@](N)(=O)/N=C(C)/C=C(\C)B(N)O. Its LUMO energy (spin up / spin down) is -0.01435 / -0.01434 Eh. Its charge is 0. The max |F| is 4.4 eV Å⁻¹.

Cartesian coordinates (Å):
C (3.26, 0.54, -1.95)
C (2.06, 0.86, -2.76)
C (1.48, -0.44, -3.24)
S (0.65, 1.63, -1.37)
N (-0.63, 1.57, -2.46)
O (1.00, 3.03, -1.18)
N (-0.15, 0.94, -0.12)
C (0.08, 0.89, 1.12)
C (1.17, 1.63, 1.85)
C (-0.68, -0.06, 1.96)
C (-1.59, -0.91, 1.45)
C (-1.62, -1.35, 0.06)
B (-2.56, -1.75, 2.46)
N (-2.36, -1.48, 3.80)
O (-3.37, -2.73, 1.93)
H (4.04, 0.74, -2.68)
H (3.28, -0.53, -1.43)
H (3.58, 1.46, -1.28)
H (2.29, -1.02, -3.76)
H (0.98, -1.23, -2.49)
H (0.68, -0.29, -4.00)
H (-0.88, 2.51, -2.79)
H (-1.18, 0.81, -2.15)
H (1.63, 2.31, 1.02)
H (0.80, 2.35, 2.65)
H (1.79, 0.88, 2.31)
H (-0.44, 0.00, 3.07)
H (-0.58, -1.40, -0.45)
H (-1.94, -2.45, 0.08)
H (-2.21, -0.75, -0.76)
H (-1.53, -1.03, 4.10)
H (-3.09, -1.54, 4.49)
H (-3.98, -3.18, 2.51)



C8H18BrHfN as an isolated structure, computed with the ωB97M-V functional and the def2-TZVPD basis.

The value obtained for the HOMO-LUMO gap is 2.021 eV. Its LUMO energy is -0.76881 Eh. Its charge is +4. The max |F| is 4.5 eV Å⁻¹.

Cartesian coordinates (Å):
C (1.37, -3.29, 0.79)
C (1.33, -1.79, 0.44)
C (-0.07, -1.14, 0.29)
N (0.04, 0.35, -0.10)
C (0.59, 1.26, 1.07)
C (0.79, 0.55, -1.43)
C (0.32, 1.81, -2.06)
C (-0.96, 2.16, -1.41)
C (-1.31, 0.93, -0.53)
H (1.16, -3.80, -0.15)
H (0.55, -3.62, 1.44)
H (2.33, -3.50, 1.25)
H (1.94, -1.58, -0.44)
H (1.70, -1.32, 1.35)
H (-0.66, -1.22, 1.20)
H (-0.61, -1.74, -0.45)
H (1.60, 0.86, 1.18)
H (0.13, 1.23, 2.06)
H (0.62, 2.31, 0.78)
H (1.87, 0.52, -1.31)
H (0.40, -0.33, -1.95)
H (1.02, 2.64, -1.95)
H (0.26, 1.60, -3.12)
H (-0.95, 3.14, -0.94)
H (-1.77, 2.30, -2.14)
H (-1.87, 1.11, 0.39)
H (-1.88, 0.19, -1.09)
Hf (-5.23, -0.42, 3.63)
Br (-2.71, 0.79, 3.18)